1.
{"formula": "C10H36F6O8P", "method": "ωB97M-V/def2-TZVPD", "orbital_gap_ev": 9.50, "de_lowest_kj_mol": 1122.4, "charge": -1, "species": ["P", "F", "F", "F", "F", "F", "F", "O", "O", "O", "O", "O", "O", "O", "O", "C", "C", "C", "C", "C", "C", "C", "C", "C", "C", "H", "H", "H", "H", "H", "H", "H", "H", "H", "H", "H", "H", "H", "H", "H", "H", "H", "H", "H", "H", "H", "H", "H", "H", "H", "H", "H", "H", "H", "H", "H", "H", "H", "H", "H", "H"], "positions_angstrom": [[-0.408, 0.421, -0.518], [-1.879, -0.335, -0.328], [0.995, 1.182, -0.810], [0.356, -0.602, 0.463], [-0.766, 1.347, 0.810], [-0.151, -0.595, -1.821], [-1.133, 1.461, -1.503], [-1.435, -1.895, 4.205], [1.599, -0.134, -3.214], [0.559, 3.344, -2.096], [-0.888, -2.383, -1.136], [-1.731, 3.161, -1.239], [3.977, -2.713, -0.941], [-2.474, -1.782, -2.559], [-0.500, 4.690, 1.760], [2.652, -2.976, -0.539], [-2.797, -0.398, -2.720], [0.051, -1.639, 2.505], [1.399, 4.122, 0.562], [2.197, -1.921, 0.517], [0.125, 3.600, 1.203], [-1.328, -2.278, 2.877], [-2.432, -1.755, 2.134], [1.779, -2.856, -1.802], [0.519, 2.632, 2.236], [0.788, -0.143, -2.705], [0.707, -1.774, 3.364], [-1.182, -3.331, 2.633], [2.642, -0.940, 0.352], [-2.824, -0.002, -1.705], [1.122, -1.743, 0.506], [-2.000, -1.797, -1.724], [-1.924, 0.057, -3.188], [1.973, 3.387, -0.003], [0.778, -2.980, -1.388], [-3.667, -0.046, -3.274], [2.088, 4.585, 1.268], [-1.995, -2.511, 4.683], [-0.394, 2.332, 2.750], [-2.497, -0.671, 2.037], [4.316, -2.458, -0.080], [-3.270, -2.148, 2.709], [-2.265, -2.232, 1.168], [-1.341, 2.302, -1.078], [0.508, -2.147, 1.655], [2.299, -2.133, 1.581], [2.612, -4.026, -0.249], [-2.189, 3.064, -2.074], [1.028, 1.767, 1.811], [2.278, -0.384, -2.587], [-0.981, 5.164, 1.077], [-0.464, -1.599, -0.787], [0.018, -0.569, 2.299], [2.168, -3.610, -2.486], [-0.367, 3.533, -1.946], [1.180, 4.953, -0.107], [1.040, 3.009, 3.116], [-0.598, -2.427, -2.047], [0.665, 2.433, -1.822], [-0.494, 3.240, 0.381], [1.957, -1.851, -2.186]], "forces_ev_per_a": [[-0.643, 0.348, 2.871], [2.209, 1.011, 1.372], [-0.717, -1.170, 0.819], [-3.402, 4.416, -2.742], [-0.566, -2.388, -2.983], [-0.254, 4.070, 0.850], [4.553, -14.803, -4.545], [-0.347, -0.653, 2.266], [1.279, 0.710, -1.576], [1.644, 0.428, -1.251], [0.084, -4.026, 3.073], [-5.080, 10.444, 0.930], [0.805, 0.202, 0.615], [-3.180, 1.261, -2.835], [-1.476, 1.542, 1.598], [-1.109, 0.765, -0.600], [0.900, 0.159, 0.295], [-0.595, -1.012, 0.923], [0.983, 0.791, -0.631], [0.739, -1.833, -0.226], [2.401, 1.107, -2.044], [4.338, 1.601, -0.050], [-1.413, -0.274, -1.297], [1.439, -0.155, 1.656], [-0.893, -0.944, 2.127], [0.863, 0.285, -0.899], [0.035, -0.216, 0.074], [-0.344, -0.500, 0.808], [0.238, -0.056, -0.395], [-1.029, 0.387, -1.191], [2.850, -2.279, -1.136], [-0.634, -0.539, 0.487], [-0.157, 0.377, -0.404], [-0.194, -0.040, 0.001], [0.768, -0.609, -0.948], [-0.335, -1.000, -0.194], [-0.082, -0.246, 0.647], [-0.226, 0.037, 0.099], [-0.178, -0.690, -0.152], [0.159, -0.132, 0.190], [1.088, 0.167, -0.237], [-0.816, 0.089, -0.762], [-1.092, 0.268, -0.451], [-1.707, 5.675, 3.325], [-1.029, -0.177, 1.415], [1.103, -0.523, -0.095], [-0.275, -0.033, 0.757], [-0.406, 0.166, 0.023], [0.126, 0.278, 0.403], [0.282, 0.429, -0.089], [0.005, -0.093, -0.092], [-0.235, -2.594, 0.293], [-0.401, -0.382, 0.731], [-0.532, 0.049, -0.292], [-0.431, 0.401, 0.269], [-0.189, -0.222, -0.364], [0.775, 0.709, -0.548], [-0.053, -0.339, -0.104], [0.423, 0.627, -0.496], [0.334, -0.010, 0.831], [-0.399, -0.865, -0.118]], "mulliken_charge": [1.966, -0.645, -0.704, -0.536, -0.413, -0.445, -0.120, -0.528, -0.849, -0.846, -0.845, -1.074, -0.599, -0.744, -0.689, 0.437, -0.610, -0.534, -1.499, -0.182, 1.350, 0.194, -0.956, -1.664, -1.234, 0.395, 0.685, 0.234, 0.520, 0.250, -1.055, 0.767, 0.229, 0.223, 0.441, 0.422, 0.368, 0.378, 0.309, 0.018, 0.375, 0.458, 0.225, 0.359, 0.011, 0.675, 0.394, 0.331, 0.026, 0.467, 0.419, -0.060, 0.023, 0.477, 0.524, 0.312, 0.476, 0.578, 0.247, 0.068, 0.201]}



2.
{"formula": "C10H36N12O12S", "method": "ωB97M-V/def2-TZVPD", "orbital_gap_ev": [8.90, 2.84], "charge": -1, "multiplicity": 2, "species": ["S", "O", "O", "O", "O", "O", "O", "O", "O", "O", "O", "O", "O", "N", "N", "N", "N", "N", "N", "N", "N", "N", "N", "N", "N", "C", "C", "C", "C", "C", "C", "C", "C", "C", "C", "H", "H", "H", "H", "H", "H", "H", "H", "H", "H", "H", "H", "H", "H", "H", "H", "H", "H", "H", "H", "H", "H", "H", "H", "H", "H", "H", "H", "H", "H", "H", "H", "H", "H", "H", "H"], "positions_angstrom": [[0.047, -0.075, 0.029], [0.448, -1.279, -0.664], [-1.336, 0.128, -0.276], [4.691, 0.173, -2.887], [0.298, -0.105, 1.494], [-3.559, 4.280, 1.316], [3.352, -3.376, 2.927], [2.549, 3.167, -0.891], [-1.725, 1.714, -5.012], [-4.702, -2.324, 0.697], [0.846, 1.008, -0.534], [0.491, -5.640, 0.505], [-0.525, 0.520, 3.846], [-3.250, -1.808, -1.002], [2.691, -0.760, -2.772], [-3.027, 2.223, 0.504], [-2.284, 0.950, -3.036], [-0.434, -3.601, 0.869], [-1.765, 4.014, 0.143], [2.808, -1.494, 1.859], [1.376, -2.365, 3.258], [-0.155, 0.879, -3.529], [3.422, 0.179, -0.998], [1.195, -3.977, -0.560], [-4.900, -3.124, -1.418], [2.559, -2.468, 2.723], [0.422, -4.455, 0.376], [2.627, 3.500, -2.284], [-1.393, 1.315, -3.895], [-2.823, 3.578, 0.690], [0.182, 0.024, 4.961], [-0.443, 0.790, 6.127], [-4.278, -2.427, -0.458], [3.643, -0.144, -2.268], [1.345, 4.131, -2.801], [1.295, -2.972, -0.586], [1.926, -1.027, -2.170], [0.056, 0.654, -2.567], [-3.181, 1.413, -3.041], [-3.905, 1.848, 0.835], [0.616, 1.028, -4.164], [0.693, -1.712, 2.901], [-0.278, -2.686, 0.469], [3.742, -1.358, 1.499], [2.643, -1.025, -3.745], [2.236, 2.260, -0.869], [-0.340, 1.868, 6.256], [4.142, 0.430, -0.335], [-2.037, 0.583, -2.128], [1.065, 5.081, -2.346], [2.914, 2.709, -2.977], [1.270, 0.029, 4.884], [-0.222, 0.089, 3.043], [-1.159, 3.367, -0.339], [1.461, 4.415, -3.847], [2.176, -0.717, 1.729], [1.851, -4.586, -1.026], [1.039, -3.056, 3.913], [-2.397, 1.574, 0.056], [3.406, 4.239, -2.471], [-0.013, -1.042, 5.079], [-1.487, 4.971, 0.308], [-5.770, -3.631, -1.341], [-2.632, -1.116, -0.602], [-1.526, 0.667, 6.118], [-0.151, 0.285, 7.048], [-3.186, -1.924, -2.003], [-4.256, -3.326, -2.169], [0.438, 3.535, -2.905], [2.482, 0.029, -0.660], [-1.303, -4.050, 1.119]], "forces_ev_per_a": [[0.871, 2.841, 1.211], [1.196, -3.445, -0.375], [-2.537, 0.214, -0.110], [-0.966, -0.465, 0.614], [0.235, -1.210, -0.828], [-2.264, 1.528, 1.613], [-0.008, -0.255, 0.445], [0.609, 0.336, -1.260], [0.915, 0.874, 0.145], [0.644, -0.118, -0.619], [0.148, 0.499, -0.221], [-0.879, -3.050, 1.998], [0.397, -0.165, 0.352], [2.302, 0.821, -1.201], [-6.311, -4.220, -3.531], [-1.106, -0.089, 0.120], [-3.854, -0.517, 3.745], [-1.267, 1.196, 1.233], [4.992, 1.725, -2.703], [0.927, 2.098, -1.794], [-3.798, -0.305, 1.639], [1.243, 0.252, -0.607], [0.036, 0.144, 2.565], [2.725, 3.196, -2.069], [-0.729, -1.659, -1.890], [2.863, -1.651, -0.658], [0.756, -3.303, -1.066], [-0.662, 0.758, 0.005], [1.448, -0.972, -3.177], [-2.461, -3.493, 0.884], [-1.325, 0.865, 0.137], [-0.132, -0.976, 1.089], [-2.087, 0.641, 2.722], [7.497, 3.755, 0.571], [-0.644, 0.592, -1.061], [0.328, 0.610, -0.663], [-0.276, -0.074, -0.341], [0.113, 0.323, -0.089], [0.145, -0.108, -0.328], [0.308, 0.189, 0.060], [-0.231, 0.099, 0.229], [0.058, 0.129, -0.112], [-1.020, 1.088, 0.156], [-0.120, -0.438, 0.127], [0.283, 0.262, 0.295], [-0.270, -0.167, 0.341], [0.779, -0.077, -0.553], [-0.060, 0.218, -0.695], [0.270, 0.172, 0.027], [0.157, -0.129, 0.561], [-0.051, -0.739, 0.477], [0.258, 0.817, -0.064], [-0.118, 0.374, -0.531], [0.262, 0.461, 0.068], [0.533, 0.063, -0.326], [-0.394, 0.082, 0.034], [-0.142, -0.039, 0.147], [0.305, 0.009, -0.127], [0.125, 0.294, 0.254], [0.220, 0.140, 0.591], [-0.416, -0.332, 0.358], [0.010, -0.404, -0.102], [0.512, 0.149, 0.412], [-0.042, -0.014, 0.567], [-0.074, -0.271, -0.436], [0.262, 0.245, 0.335], [0.383, 0.550, 0.274], [-0.984, -0.540, -0.262], [0.142, -0.523, 0.757], [0.307, 0.365, 0.324], [-0.340, 0.774, 0.316]], "mulliken_charge": [0.099, -1.033, -0.235, -0.802, -1.071, -0.719, -0.732, -0.611, -0.754, -0.681, -0.094, -0.685, -0.460, -0.112, -0.070, -0.207, -0.253, -0.037, -0.233, -0.027, -0.030, -0.191, -0.096, -0.146, -0.404, 0.442, 0.457, -0.057, 0.462, 0.480, 0.120, -1.428, 0.669, 0.457, -0.962, 0.362, 0.030, 0.111, 0.217, 0.156, 0.191, 0.167, 0.214, 0.175, 0.235, 0.353, 0.352, 0.163, 0.221, 0.308, 0.087, 0.291, 0.555, 0.144, 0.395, 0.200, 0.245, 0.211, 0.147, 0.354, 0.189, 0.191, 0.210, 0.037, 0.328, 0.370, 0.183, 0.161, 0.083, 0.019, 0.292]}



F_max values (in eV/Å) by entry order: 16.14; 8.40.
Energy values (in eV) by entry order: -52922.6322; -64244.4852.